Formula: C3H2CuO4
Source: the OMol25 dataset
Level of theory: wB97M-V/def2-TZVPD

```
10
Properties=species:S:1:pos:R:3:forces:R:3
H 1.170 0.046 -0.984 -0.1 -1.1 -1.0
C 1.684 -1.598 0.418 -1.4 1.8 -6.3
C 0.711 -0.683 -0.292 -0.6 3.3 6.0
O -0.382 -0.417 0.251 -0.2 -1.0 -2.3
C -1.250 2.136 0.512 -4.0 2.1 -5.2
O -0.805 2.840 -0.321 2.8 -0.7 2.4
O -2.302 1.631 0.743 0.9 -1.8 2.5
O 2.789 -1.372 0.757 0.5 -1.1 1.5
Cu -2.885 -0.287 -0.555 0.8 0.5 0.7
H 1.270 -2.294 -0.530 1.4 -2.0 1.7
```
Forces are in eV/Å.

Output
- Highest occupied orbital energy: -13.58 eV
- Kohn-Sham gap: 7.2 eV
- Maximum force: 0.1344 hartree/bohr
- ΔE to the lowest compared entry with this formula, charge and spin: 79.0 kcal per mole
- Total charge: +1

Results of the Mulliken charge analysis, in e, for atoms 1 through 4: atom 1 (H): 0.432, atom 2 (C): 0.305, atom 3 (C): -0.030, atom 4 (O): -0.486